No. 1
ORCA calculation (ωB97M-V/def2-TZVPD) on a structure of composition C2H7NO3 at a distorted geometry.

frontier orbital gap: 10.68 eV
E_HOMO: -10.20 eV
largest force on an atom: 2.49 eV Å⁻¹
total energy: -9819.7673 eV
energy relative to the best compared isomer or geometry (same formula, charge and spin): 27.5 kcal per mole
LUMO: 0.0179 hartree

Structure (ORCA input):
```
! RIJCOSX wB97M-V def2-TZVPD def2/J DEFGRID3
* xyz 0 1
H 0.7727 0.9042 -0.5656
O 0.1045 1.4520 -1.2562
N 1.1377 0.1327 0.4406
H 0.4576 1.3782 -2.1094
H 0.9621 0.7030 1.2564
H 2.0521 -0.2291 0.3231
C 0.1646 -0.9878 0.3607
H 0.1011 -1.2747 -0.6607
H 0.2820 -1.8453 1.0140
C -1.2385 -0.4120 0.6755
O -1.6285 -0.3950 1.8101
O -1.9123 -0.0029 -0.3506
H -1.2552 0.5768 -0.9377
*
```

No. 2
ORCA calculation (ωB97M-V/def2-TZVPD) on the molecule C5H10O2 at a distorted geometry.

frontier orbital gap: 10.57 eV
E_HOMO: -9.71 eV
largest force on an atom: 1.56 eV Å⁻¹
SMILES: C[C@H]1OCC[C@H]1O
total energy: -9440.3563 eV
energy relative to the best compared isomer or geometry (same formula, charge and spin): 62.0 kcal per mole
LUMO: 0.0316 hartree

Structure (ORCA input):
```
! RIJCOSX wB97M-V def2-TZVPD def2/J DEFGRID3
* xyz 0 1
C -0.7150 1.5594 0.0480
C -0.4518 0.1048 0.9831
O -1.3049 -0.8992 0.5194
C -0.8077 -1.0070 -0.8045
C 0.6922 -1.2659 -0.6222
C 0.9775 -0.4594 0.6826
O 1.9117 0.5852 0.5757
H -1.7885 1.7333 -0.1443
H -0.2827 1.8388 -0.9618
H -0.3605 2.3587 0.6829
H -0.6572 0.2241 2.0651
H -0.8974 0.0281 -1.1755
H -1.3993 -1.7232 -1.3716
H 0.9216 -2.3323 -0.5118
H 1.2876 -0.8677 -1.4505
H 1.4003 -1.1324 1.4502
H 1.4741 1.2545 0.0350
*
```

- What is the formula in the first record?
  C2H7NO3

- Which of these has the highest largest force on an atom?
  C2H7NO3

- The highest E_HOMO belongs to which entry?
  C5H10O2